{"formula": "C26H43NO21PS2", "method": "ωB97M-V with the def2-TZVPD basis set", "elements": ["O", "P", "O", "O", "C", "S", "O", "O", "N", "S", "O", "O", "C", "O", "O", "H", "H", "H", "H", "H", "H", "H", "O", "C", "O", "C", "C", "C", "H", "H", "H", "H", "H", "H", "O", "C", "O", "C", "C", "C", "H", "H", "H", "H", "H", "H", "O", "C", "O", "C", "C", "C", "H", "H", "H", "H", "H", "H", "O", "C", "O", "C", "C", "C", "H", "H", "H", "H", "H", "H", "O", "C", "O", "C", "C", "C", "H", "H", "H", "H", "H", "H", "O", "C", "O", "C", "C", "C", "H", "H", "H", "H", "H", "H"], "positions_angstrom": [[-1.5206, -1.8204, 1.9949], [-0.6887, -1.6987, 0.6564], [0.8384, -0.8843, 1.0583], [-0.3120, -3.2496, -0.0952], [-1.5940, -0.5885, -0.6057], [-3.4109, -1.0228, -0.8700], [-3.5802, -1.1670, -2.4331], [-3.8384, -2.3844, -0.2743], [-4.3428, 0.3523, -0.3377], [-5.6408, -0.0898, 0.7417], [-5.2117, -0.8991, 1.9914], [-6.2215, 1.2690, 1.2968], [-7.0819, -0.8752, -0.2161], [-7.6546, -2.0587, 0.4435], [-8.7597, -2.3440, -0.2217], [1.0865, -1.1745, 2.0063], [-0.6054, -3.2269, -1.0544], [-1.5594, 0.5192, -0.1628], [-1.0139, -0.5125, -1.6456], [-6.7720, -1.0618, -1.3524], [-7.9636, -0.0726, -0.2768], [-8.9226, -3.3363, -0.2198], [2.1868, 0.1472, 3.1922], [2.6803, 1.1826, 2.7766], [2.1042, 2.4142, 2.9011], [2.8996, 3.3753, 2.2089], [4.2725, 2.7626, 2.1158], [3.9704, 1.2884, 2.0214], [2.4555, 3.5519, 1.2237], [2.9098, 4.3162, 2.7669], [4.8580, 3.1440, 1.2750], [4.8322, 2.9644, 3.0372], [3.8064, 0.9720, 0.9875], [4.7527, 0.6877, 2.4911], [-0.4176, -0.4227, -3.5801], [0.1713, -1.4312, -3.9327], [-0.4432, -2.6006, -4.2778], [0.5490, -3.5947, -4.5287], [1.8066, -2.8297, -4.8482], [1.6601, -1.5871, -4.0069], [0.6561, -4.2153, -3.6329], [0.2337, -4.2281, -5.3630], [2.7190, -3.3946, -4.6391], [1.8143, -2.5554, -5.9101], [2.0552, -1.7302, -2.9974], [2.1238, -0.7215, -4.4856], [5.0817, 5.3256, 4.1818], [5.3222, 4.7837, 5.2480], [5.7402, 3.4903, 5.3772], [5.8177, 3.1595, 6.7629], [5.9494, 4.4776, 7.4798], [5.1611, 5.4132, 6.5985], [4.9063, 2.6220, 7.0452], [6.6807, 2.5109, 6.9395], [5.5918, 4.4437, 8.5124], [7.0014, 4.7876, 7.4960], [4.1002, 5.4245, 6.8633], [5.5755, 6.4239, 6.6145], [-1.1362, -9.0135, 0.3712], [-1.1189, -8.0072, 1.0607], [-0.3059, -6.9337, 0.8356], [-0.4718, -5.9907, 1.8934], [-1.8219, -6.2940, 2.4885], [-1.9416, -7.7843, 2.2934], [0.3408, -6.1281, 2.6145], [-0.4217, -4.9741, 1.4924], [-1.9126, -5.9806, 3.5320], [-2.6041, -5.7843, 1.9129], [-1.4985, -8.3403, 3.1243], [-2.9794, -8.0860, 2.1347], [2.7496, 5.1940, -1.3185], [2.5326, 6.0046, -0.4331], [2.6119, 5.7267, 0.9013], [2.1892, 6.8695, 1.6436], [2.3655, 8.0380, 0.7096], [2.0990, 7.4240, -0.6415], [1.1443, 6.7274, 1.9389], [2.8014, 6.9712, 2.5444], [1.7091, 8.8800, 0.9447], [3.4019, 8.3944, 0.7528], [1.0348, 7.4394, -0.8927], [2.6891, 7.9056, -1.4245], [-1.4747, -2.4937, -7.4707], [-2.6734, -2.3180, -7.3273], [-3.5459, -2.0888, -8.3521], [-4.8399, -1.8206, -7.8143], [-4.8329, -2.4315, -6.4375], [-3.3943, -2.2750, -6.0140], [-4.9890, -0.7360, -7.7871], [-5.6055, -2.2676, -8.4551], [-5.5440, -1.9603, -5.7538], [-5.0824, -3.4975, -6.5033], [-3.2131, -1.3072, -5.5383], [-3.0766, -3.0926, -5.3628]], "forces_ev_per_angstrom": [[3.20, -0.13, -4.73], [-1.21, -0.18, 4.41], [-2.47, -2.56, -0.16], [-0.82, 3.31, -0.30], [1.72, 1.74, -0.29], [-4.13, -3.38, -3.50], [1.25, 1.30, 4.71], [1.97, 4.15, -0.84], [-0.36, -2.95, 0.76], [1.19, 2.84, 6.04], [-1.46, 1.46, -4.74], [1.52, -4.07, -3.10], [-1.64, 0.55, -2.03], [5.00, 1.70, 1.85], [-4.73, -1.80, -2.70], [-0.75, 0.77, -1.85], [0.28, 0.02, 1.56], [-0.18, -2.54, -0.69], [-1.66, -0.42, 2.10], [-0.29, -0.02, 2.57], [2.16, -1.45, 0.46], [1.12, 1.66, 0.30], [0.47, 1.71, -0.12], [-1.09, -1.41, 0.39], [0.12, -1.28, 0.41], [-0.04, 0.57, -0.33], [0.87, 0.37, -0.05], [0.47, 0.16, 0.03], [0.07, -0.18, 0.31], [-0.19, -0.34, -0.02], [-0.15, 0.05, 0.12], [-0.11, 0.02, -0.24], [-0.05, -0.16, 0.13], [-0.30, -0.20, -0.21], [0.60, -1.73, -0.75], [-1.11, 1.45, 0.65], [0.01, 0.93, 0.34], [0.00, -0.75, -0.23], [0.79, -0.23, -0.47], [0.42, -0.01, -0.38], [-0.01, 0.03, -0.03], [-0.20, 0.19, 0.21], [-0.16, -0.01, -0.03], [-0.04, -0.10, 0.16], [-0.05, 0.17, -0.01], [-0.15, 0.04, 0.41], [0.57, -1.22, 1.41], [-0.67, 0.80, -1.82], [-0.13, 0.74, -0.54], [0.10, -0.67, 0.49], [0.32, 0.23, 0.85], [0.29, 0.23, 0.39], [0.07, 0.03, -0.06], [-0.20, 0.02, -0.26], [0.08, -0.08, -0.14], [-0.15, -0.08, 0.03], [0.05, 0.11, -0.13], [-0.38, -0.07, -0.20], [0.34, 1.64, 0.63], [0.30, -1.55, -1.03], [-0.41, -1.05, -0.35], [0.25, 0.97, 0.32], [-0.60, 0.51, 0.48], [-0.44, 0.28, 0.16], [-0.01, -0.06, -0.04], [0.10, -0.33, -0.06], [0.06, 0.06, -0.19], [0.18, 0.01, 0.14], [-0.07, -0.12, -0.11], [0.30, -0.30, 0.05], [-0.12, 0.99, 1.86], [0.13, -1.53, -1.65], [0.20, 0.31, -1.08], [-0.15, 0.21, 0.79], [0.08, 0.91, 0.14], [0.18, 0.52, -0.01], [0.07, -0.02, -0.04], [-0.06, -0.29, -0.14], [0.09, -0.14, 0.06], [-0.16, -0.04, 0.04], [0.12, -0.06, -0.13], [-0.31, -0.29, -0.11], [-1.74, 0.18, -0.47], [1.91, -0.04, 0.14], [0.81, -0.23, 0.01], [-0.68, 0.18, -0.16], [-0.69, -0.21, 0.56], [-0.26, -0.32, 0.20], [0.03, -0.07, -0.01], [0.27, 0.12, -0.11], [0.10, -0.06, -0.13], [-0.02, 0.16, -0.01], [0.16, -0.17, 0.14], [0.25, 0.44, 0.01]], "max_force_ev_per_a": 6.78, "charge": -1, "homo_ev": -5.9, "lumo_energy_ha": 0.0601, "orbital_gap_ev": 7.5}